No. 1
Below is a structure of composition C45H42As2N3O9PTi at a distorted geometry, with properties calculated with the ωB97M-V functional and the def2-TZVPD basis.

Values from the calculation:
- energy above the lowest of the compared OMol25 structures with the same formula, charge and spin (eV) = 0.0742
- net charge = +4
- spin multiplicity = 1
- gap between HOMO and LUMO (eV) = 6.287

```
103
C45H42As2N3O9PTi, DFT the ωB97M-V functional and the def2-TZVPD basis
Ti -0.7290 -0.8488 -0.2176
O 0.8442 0.1090 -2.7052
N 0.3298 1.0209 -1.7859
C 0.6599 2.2362 -1.9454
C 0.2587 3.2852 -1.0052
C 0.8534 4.5258 -1.1551
C 0.5590 5.5630 -0.2753
C -0.3367 5.3518 0.7538
C -0.9538 4.1085 0.9115
C -0.6664 3.0688 0.0370
P -1.6701 1.5469 0.0351
C -2.7093 1.5964 1.5154
C -4.1019 1.5105 1.4744
C -4.8346 1.4516 2.6554
C -4.1844 1.4731 3.8808
C -2.7953 1.5530 3.9316
C -2.0631 1.6018 2.7568
C -2.7306 1.8760 -1.4210
C -3.5219 3.0271 -1.3861
C -4.3282 3.3548 -2.4685
C -4.3402 2.5478 -3.6005
C -3.5368 1.4157 -3.6525
C -2.7352 1.0857 -2.5701
H 1.3734 0.5857 -3.3667
H 1.3063 2.5122 -2.7801
H 1.5582 4.6888 -1.9646
H 1.0270 6.5315 -0.4046
H -0.5763 6.1558 1.4390
H -1.6757 3.9830 1.7028
H -4.6266 1.5477 0.5332
H -5.9177 1.4139 2.6167
H -4.7570 1.4380 4.7993
H -2.2891 1.5834 4.8900
H -0.9805 1.6693 2.8109
H -3.5145 3.6763 -0.5171
H -4.9397 4.2487 -2.4306
H -4.9619 2.8103 -4.4479
H -3.5263 0.8013 -4.5453
H -2.0806 0.2329 -2.6592
C 3.0240 1.1657 0.9634
C 1.6661 0.9209 0.8348
N 1.1664 -0.2836 0.5280
C 2.0601 -1.3261 0.4076
C 3.4357 -1.1570 0.5014
C 3.9160 0.1385 0.7641
C 4.3023 -2.2981 0.3829
C 3.7914 -3.5402 0.2748
C 2.3709 -3.7409 0.2829
C 1.7615 -5.0152 0.3191
C 0.3961 -5.1181 0.4175
C -0.3780 -3.9569 0.4334
N 0.1699 -2.7513 0.3568
C 1.5237 -2.6418 0.3153
H 3.3594 2.1639 1.2165
H 0.9681 1.7254 0.9844
H 4.9854 0.3099 0.8464
H 5.3747 -2.1430 0.4141
H 4.4429 -4.4037 0.2182
H 2.3809 -5.9053 0.3067
H -0.0938 -6.0810 0.4949
H -1.4544 -4.0126 0.5417
C -0.5585 -1.1862 2.9977
O -1.4981 -1.2386 1.8539
C -2.7852 -1.6891 2.2933
O -3.0215 -1.7458 3.4441
C -3.6499 -2.0779 1.1646
C -4.3791 -3.1903 1.2149
As -5.4034 -3.8402 -0.3371
C -5.5629 -5.7132 0.1010
C -3.8040 -3.8244 -1.4844
C -3.0285 -2.7328 -1.5587
As -3.3608 -1.1260 -0.4633
C -5.0524 -0.5328 -1.1900
C -1.7983 -2.5903 -2.3006
O -0.9346 -1.7319 -1.8468
O -1.5642 -3.2542 -3.3418
C -0.3225 -3.0971 -4.1380
C -3.7056 -5.0701 -2.3409
O -4.6848 -5.4042 -2.9438
O -2.5491 -5.6956 -2.2746
C -2.4869 -6.9497 -3.0426
C -4.2229 -4.1550 2.3721
O -3.1621 -4.7105 2.5115
O -5.3324 -4.3311 3.0378
C -5.3137 -5.2822 4.1609
H 0.3587 -0.7624 2.6269
H -0.4098 -2.1963 3.3634
H -0.9857 -0.5707 3.7756
H -6.3124 -5.7660 0.8848
H -4.6304 -6.1599 0.4362
H -5.9381 -6.2113 -0.7859
H -5.7975 -0.6469 -0.4144
H -5.2601 -1.1555 -2.0481
H -4.9554 0.5029 -1.4911
H 0.1348 -4.0774 -4.1716
H 0.3268 -2.3639 -3.6790
H -0.6399 -2.7928 -5.1264
H -1.5671 -7.4284 -2.7358
H -2.4794 -6.7184 -4.1028
H -3.3464 -7.5654 -2.8067
H -6.2725 -5.7843 4.1418
H -5.2033 -4.7058 5.0715
H -4.4951 -5.9814 4.0410
```

No. 2
Below is an isolated molecule of C8H10N2O2 at a distorted geometry, with properties calculated with the ωB97M-V functional and the def2-TZVPD basis.

Values from the calculation:
- energy above the lowest of the compared OMol25 structures with the same formula, charge and spin (eV) = 5.3229
- net charge = 0
- spin multiplicity = 1
- gap between HOMO and LUMO (spin up / spin down) (eV) = 7.491 / 7.493

```
22
C8H10N2O2, DFT the ωB97M-V functional and the def2-TZVPD basis
C 1.8398 1.8395 -0.1571
C 3.1804 1.4555 -0.3519
C 0.8235 0.9922 0.1514
C 3.6261 0.2412 -0.0716
C -0.6459 1.2444 0.4371
C -1.2145 -0.1385 0.7094
C -0.0914 -1.1662 0.4289
C -0.3396 -1.8431 -0.9046
N 1.0388 -0.2988 0.3052
N 2.2990 -0.7632 0.3844
O 4.6048 -0.3966 -0.0849
O 2.5623 -1.9568 0.4665
H 1.5413 2.9164 -0.1449
H 3.7858 2.2599 -0.8317
H -0.7436 2.0240 1.2863
H -1.1265 1.7729 -0.5448
H -1.5589 -0.0256 1.8654
H -2.1817 -0.4538 0.2606
H 0.0404 -1.8445 1.1625
H 0.4072 -2.7554 -1.1403
H -0.5402 -1.0498 -1.5599
H -1.3188 -2.3781 -0.8734
```

no.,calculated total energy (eV)
1,-224288.18159
2,-15528.68572